# 1
Density functional theory data (the ωB97M-V functional and the def2-TZVPD basis) for a cluster of 2 separate species, C4H9FSi in total at a distorted geometry.

Results
**E_HOMO (spin up / spin down)**: -8.93 / -6.33 eV
**Electronic energy**: -14885.973 eV
**LUMO level (spin up / spin down)**: 0.0 / -0.1 eV
**Energy above the lowest of the compared OMol25 structures with the same formula, charge and spin**: 80.28 kcal per mole
**Kohn-Sham gap (spin up / spin down)**: 8.9 / 6.3 eV

Geometry as XYZ:
```
15
Properties=species:S:1:pos:R:3:forces:R:3
C 3.208692 0.817191 -0.380361 -0.656 1.600 -0.036
C 1.884049 0.770121 -0.079849 0.543 0.756 1.295
C -2.982908 0.403521 -0.650617 0.616 1.738 -1.999
C -0.733053 -1.026317 1.028844 0.255 0.842 1.019
F 1.233611 -1.905690 -0.781105 0.222 -0.005 0.267
Si 0.686564 -0.551071 -0.090600 -0.911 -0.661 -1.393
H 3.791560 1.763166 -0.256011 -0.651 -0.900 -0.177
H 3.693688 0.035890 -0.900723 0.540 -0.915 -0.134
H 1.440338 1.699115 0.316859 0.242 -0.332 -0.016
H -3.286271 -0.207035 0.146549 -0.669 -1.141 0.369
H -2.493648 1.330383 -0.266340 -0.460 -0.719 -0.944
H -3.199864 0.239554 -1.773590 0.394 0.267 2.371
H -1.418156 -1.636396 0.483793 -0.299 -0.391 -0.785
H -0.513723 -1.622969 1.926358 0.283 0.466 -0.023
H -1.310872 -0.109463 1.276795 0.551 -0.604 0.187
```
Positions in Å, forces in eV/Å.

=====

# 2
Density functional theory data (the ωB97M-V functional and the def2-TZVPD basis) for a cluster of 2 separate species, C4H9I2N2 in total at a distorted geometry.

Results
**E_HOMO**: -9.73 eV
**Electronic energy**: -23464.346 eV
**LUMO level**: -5.8 eV
**Energy above the lowest of the compared OMol25 structures with the same formula, charge and spin**: 85.48 kcal per mole
**Kohn-Sham gap**: 4.0 eV
**Net charge**: +1

Geometry as XYZ:
```
17
Properties=species:S:1:pos:R:3:forces:R:3
C 0.902406 0.745417 -0.128213 0.795 -0.321 -0.312
C 1.228722 -2.719502 1.528220 -1.215 1.610 -2.651
C -0.696603 1.286843 -1.915698 2.482 0.177 3.634
C -1.722057 2.039149 -1.205722 -2.782 0.256 -0.800
N 0.451644 0.810185 -1.396742 -0.827 -0.385 -1.802
N 0.862608 -2.029915 2.562594 0.648 -2.664 1.207
I -0.137181 1.349677 1.585592 0.580 -0.383 -0.191
I -0.054019 -2.687587 -0.207313 1.243 -0.028 1.394
H 1.841635 0.215040 0.001875 -0.227 0.457 0.180
H 2.237771 -3.170067 1.367960 -1.081 -0.203 0.900
H -0.840902 1.048441 -2.866334 -0.304 -0.738 -4.020
H -2.615944 2.049058 -1.920904 0.999 -0.122 0.991
H -1.603223 3.113749 -1.010667 0.680 -0.292 0.125
H -2.066577 1.539123 -0.298294 -0.065 0.287 -0.172
H 1.064798 0.368217 -2.193154 -1.254 0.982 2.438
H 0.038229 -1.441262 2.646939 -0.296 0.075 -0.649
H 1.108693 -2.516567 3.449861 0.624 1.293 -0.274
```
Positions in Å, forces in eV/Å.

=====

# 3
Density functional theory data (the ωB97M-V functional and the def2-TZVPD basis) for a cluster of 2 separate species, C4H9IN in total at a distorted geometry.

Results
**E_HOMO**: -12.96 eV
**Electronic energy**: -13872.916 eV
**LUMO level**: -3.9 eV
**Energy above the lowest of the compared OMol25 structures with the same formula, charge and spin**: 114.99 kcal per mole
**Kohn-Sham gap**: 9.1 eV
**Net charge**: +1

Geometry as XYZ:
```
15
Properties=species:S:1:pos:R:3:forces:R:3
C -1.408225 0.709447 0.907310 0.507 -2.305 1.725
C -0.170786 0.733200 0.313750 -3.128 1.901 -1.188
C -3.502524 1.205439 0.986837 3.606 0.080 -2.270
C 0.773241 -1.406822 -0.640400 1.162 -1.498 1.531
N 0.871577 -0.397677 0.544439 1.412 4.618 -6.231
I -4.473174 -0.231427 -0.112711 0.030 -0.123 -0.261
H -1.391752 -0.104507 1.702528 -0.459 0.751 -0.812
H -3.849632 1.149113 1.976449 0.368 0.229 1.374
H -0.024983 1.535899 -0.533646 0.729 -2.139 1.611
H -3.322711 2.159486 0.501016 -0.666 -0.116 0.255
H 0.670034 -0.815517 -1.556482 -0.139 -0.691 0.289
H 1.591005 -2.198239 -0.615769 0.111 1.921 -0.286
H 0.031043 -2.169129 -0.347062 -0.922 1.285 -0.552
H 1.813117 0.127682 0.610074 -1.588 -1.517 -0.062
H 0.658601 -0.831177 1.331488 -1.022 -2.396 4.876
```
Positions in Å, forces in eV/Å.

=====

# 4
Density functional theory data (the ωB97M-V functional and the def2-TZVPD basis) for a cluster of 2 separate species, C4H9IOPS in total at a distorted geometry.

Results
**E_HOMO (spin up / spin down)**: -12.69 / -13.89 eV
**Electronic energy**: -34555.176 eV
**LUMO level (spin up / spin down)**: -7.6 / -5.7 eV
**Energy above the lowest of the compared OMol25 structures with the same formula, charge and spin**: 49.21 kcal per mole
**Kohn-Sham gap (spin up / spin down)**: 5.1 / 8.2 eV
**Net charge**: +1

Geometry as XYZ:
```
17
Properties=species:S:1:pos:R:3:forces:R:3
C -0.980724 0.883688 -0.455911 -2.134 1.612 0.863
C -1.135600 -0.571506 -0.107430 1.420 -2.362 -1.518
C 1.784599 -0.734764 -1.577933 -1.346 1.395 -2.027
C 1.718977 0.076874 -0.301983 -0.552 2.644 -1.978
O -0.645697 0.835988 3.187363 2.796 -0.671 -1.013
P 0.222310 0.315018 0.752987 -1.141 -1.026 -0.921
S -1.948337 1.161485 3.690596 -2.737 0.306 0.655
I -3.403569 -0.708470 3.254267 0.085 0.268 0.174
H -0.605705 1.240526 -1.405170 0.081 -0.161 -0.152
H -1.915453 1.456918 -0.128088 1.621 -0.559 -0.327
H -2.065234 -0.960915 0.282773 0.029 0.425 0.435
H -0.713439 -1.346970 -0.854908 -0.584 1.370 1.255
H 1.686465 -1.758569 -1.357884 -0.278 -1.432 -0.263
H 1.008083 -0.324383 -2.333174 0.866 -1.180 1.232
H 2.731615 -0.562500 -2.152490 -0.480 -0.055 1.060
H 1.682035 1.126713 -0.733466 0.908 -0.687 1.089
H 2.579674 -0.129131 0.240452 1.446 0.112 1.436
```
Positions in Å, forces in eV/Å.

=====

# 5
Density functional theory data (the ωB97M-V functional and the def2-TZVPD basis) for a structure of composition C4H9MgO4Sr at a distorted geometry.

Results
**E_HOMO (spin up / spin down)**: -4.86 / -6.61 eV
**Multiplicity**: 2
**Electronic energy**: -18762.807 eV
**LUMO level (spin up / spin down)**: -0.3 / -0.5 eV
**⟨S²⟩**: 0.75
**Kohn-Sham gap (spin up / spin down)**: 4.5 / 6.1 eV

Geometry as XYZ:
```
19
Properties=species:S:1:pos:R:3:forces:R:3
O -2.062364 -0.104354 -1.931058 -0.194 4.381 -1.891
Sr -3.870275 -1.353069 -1.148616 0.631 0.521 0.478
O -2.193780 -0.708266 0.508202 -0.141 -1.238 -0.153
C -1.926979 0.279285 1.427569 -0.127 0.448 -0.019
O -0.562182 0.648610 1.464131 0.162 -0.511 0.961
C -0.026782 1.197648 0.231160 0.494 -0.530 -0.488
C 1.399320 0.727834 0.135764 -0.221 1.049 0.611
O 1.378187 -0.627349 -0.392066 -0.492 -0.886 -0.585
C 2.611988 -1.302022 -0.481605 0.310 -0.130 0.176
Mg -0.622838 -0.774293 -0.781295 -0.720 2.262 0.750
H -2.260437 -0.106151 2.406143 0.636 0.528 0.144
H -2.461755 1.226483 1.206573 -0.303 -0.334 -0.098
H -0.043420 2.295626 0.277324 -0.076 -0.193 -0.119
H -2.024452 1.029518 -1.953167 0.154 -5.190 0.240
H 1.915086 0.674773 1.110996 0.031 -0.146 -0.153
H 1.984301 1.349800 -0.559806 -0.186 -0.098 0.155
H 2.430542 -2.266269 -0.969176 0.109 0.201 0.113
H 3.325209 -0.715827 -1.081099 -0.125 -0.168 0.190
H 3.010629 -1.471976 0.530026 0.057 0.034 -0.312
```
Positions in Å, forces in eV/Å.

=====

# 6
Density functional theory data (the ωB97M-V functional and the def2-TZVPD basis) for the molecule C4H9N at a distorted geometry.

Results
**E_HOMO**: -6.68 eV
**Electronic energy**: -5777.696 eV
**LUMO level**: 0.2 eV
**Energy above the lowest of the compared OMol25 structures with the same formula, charge and spin**: 141.04 kcal per mole
**Kohn-Sham gap**: 6.9 eV

Geometry as XYZ:
```
14
Properties=species:S:1:pos:R:3:forces:R:3
C 1.785313 -0.218640 1.290379 0.566 -1.295 0.016
C 1.342953 0.232968 -0.040029 -2.835 1.567 -0.460
C 0.140435 -0.354180 -0.552637 0.919 -2.424 -1.804
N -0.958133 0.413637 -1.131055 2.409 0.367 2.240
C -2.217681 0.237302 -0.320840 0.731 -0.731 -1.146
H 2.817042 -0.172046 1.638804 -0.060 0.060 -0.466
H 1.148996 -0.956237 1.771075 0.048 0.323 0.077
H 2.011750 -0.758194 -0.043593 0.852 0.079 0.337
H 1.580858 1.271457 -0.399090 0.209 -0.632 0.462
H 0.316914 -1.332096 -1.058502 -0.565 0.120 1.251
H -0.463002 1.163230 -0.627710 -1.774 1.883 -1.151
H -2.569864 -0.794928 -0.461882 0.043 0.302 -0.014
H -2.930361 0.909665 -0.811838 -0.071 -0.017 0.803
H -2.005224 0.358058 0.746912 -0.472 0.398 -0.144
```
Positions in Å, forces in eV/Å.

=====

# 7
Density functional theory data (the ωB97M-V functional and the def2-TZVPD basis) for a structure of composition C4H9N at a distorted geometry.

Results
**E_HOMO**: -6.30 eV
**Electronic energy**: -5777.443 eV
**LUMO level**: -0.5 eV
**Energy above the lowest of the compared OMol25 structures with the same formula, charge and spin**: 146.86 kcal per mole
**Kohn-Sham gap**: 5.8 eV

Geometry as XYZ:
```
14
Properties=species:S:1:pos:R:3:forces:R:3
N -0.814372 0.357063 0.130284 0.512 -0.043 0.099
C -0.135560 0.069708 -1.107063 -0.711 0.396 0.464
C 1.358873 0.150074 -0.745368 -0.031 -2.866 0.413
C 1.430955 -0.070911 0.685756 -0.834 -1.990 -2.364
C 0.001974 -0.289354 1.160951 -0.494 1.738 -2.151
H -7.398114 -0.852832 -0.236038 -0.153 0.763 -0.127
H -0.396962 0.756394 -1.952961 0.157 -0.362 0.765
H -0.357642 -0.982456 -1.531845 0.863 0.591 0.337
H -7.546579 -0.113265 -0.358813 0.153 -0.763 0.127
H 2.159771 0.078512 -1.533630 -0.371 0.591 1.456
H 1.362598 1.051160 0.103038 -0.068 2.070 0.336
H 2.299851 -0.312160 1.269906 0.654 0.582 -0.114
H -0.192245 0.072198 2.141548 -0.101 0.598 0.868
H -0.167537 -1.354091 1.221150 0.425 -1.306 -0.108
```
Positions in Å, forces in eV/Å.

=====

# 8
Density functional theory data (the ωB97M-V functional and the def2-TZVPD basis) for the molecule C4H9N.

Results
**E_HOMO**: -8.63 eV
**Electronic energy**: -5782.565 eV
**LUMO level**: 1.2 eV
**SMILES**: C[C@H]1CN1C
**Energy above the lowest of the compared OMol25 structures with the same formula, charge and spin**: 28.76 kcal per mole
**Kohn-Sham gap**: 9.9 eV

Geometry as XYZ:
```
14
Properties=species:S:1:pos:R:3:forces:R:3
C 1.675704 -0.926449 0.120069 0.049 -0.037 0.034
C 0.449116 -0.178041 0.594175 0.114 -0.121 0.033
C 0.269050 1.237454 0.150191 0.093 0.252 -0.017
N -0.475773 0.168392 -0.446238 0.173 -0.145 -0.448
C -1.900070 -0.003082 -0.529454 -0.142 -0.020 0.018
H 2.558021 -0.657706 0.710435 -0.106 -0.094 0.004
H 1.540348 -2.011902 0.163455 -0.001 0.117 0.044
H 1.865648 -0.654304 -0.924310 -0.030 -0.040 0.201
H 0.085718 -0.423865 1.598375 -0.091 0.077 -0.271
H 1.033822 1.649654 -0.505706 -0.066 0.159 0.146
H -0.184191 1.959510 0.832049 -0.145 -0.251 -0.079
H -2.511303 0.243791 0.354305 0.303 0.048 0.088
H -2.245439 0.615373 -1.365264 -0.075 -0.097 0.169
H -2.087888 -1.048652 -0.795606 -0.078 0.152 0.079
```
Positions in Å, forces in eV/Å.